DFT (ωB97M-V/def2-TZVPD) results for the molecule C2H2N2S in a non-equilibrium geometry.

```
7
Properties=species:S:1:pos:R:3:lowdin_charge:R:1
C -0.240 -0.173 0.248 -0.249
C -0.086 0.406 -0.958 -0.686
N 0.472 -0.368 1.344 -0.025
N 0.814 -0.592 2.408 0.273
S 1.047 1.474 -1.667 0.524
H -1.094 -0.899 0.160 0.143
H -0.914 0.151 -1.536 0.019
```

The calculation puts the orbital gap at 0.2750 Ha. As for the HOMO energy: -8.4844 eV. The net charge is 0.

---

DFT (ωB97M-V/def2-TZVPD) results for a cluster of 2 separate species, C2H2N2S3 in total in a non-equilibrium geometry.

```
9
Properties=species:S:1:pos:R:3:lowdin_charge:R:1
C -1.282 1.018 0.216 -0.232
C -3.511 -1.645 -0.105 -1.443
N -2.102 1.860 0.346 -0.591
N -0.472 -0.070 0.103 0.063
S -2.670 -2.651 0.647 0.794
S -4.376 -0.601 -0.833 0.788
S -3.016 3.141 0.523 0.460
H -0.156 -0.142 -0.908 0.125
H -1.083 -1.009 0.224 0.038
```

The calculation puts the orbital gap at 0.2644 Ha. As for the HOMO energy: -7.8108 eV. The net charge is 0.

---

DFT (ωB97M-V/def2-TZVPD) results for a structure of composition C2H2N3O in a non-equilibrium geometry.

```
8
Properties=species:S:1:pos:R:3:lowdin_charge:R:1
C -1.823 1.615 -0.113 -0.134
C -1.744 0.196 -0.268 -0.026
N -1.658 2.710 0.177 0.265
N -2.610 -0.676 -0.075 0.100
N 0.037 -0.315 -0.071 0.183
O -3.379 -1.488 0.116 0.394
H 0.441 -0.846 -0.905 0.108
H 0.670 0.548 -0.109 0.111
```

The calculation puts the orbital gap (spin up / spin down) at 0.2779 / 0.2777 Ha. As for the HOMO energy (spin up / spin down): -16.8023 / -16.7983 eV. The net charge is +1.

---

DFT (ωB97M-V/def2-TZVPD) results for the ion C2H2N3OS with charge -1 in a non-equilibrium geometry.

```
9
Properties=species:S:1:pos:R:3:lowdin_charge:R:1
C 1.117 1.821 -0.277 -0.790
C -0.024 0.007 0.912 -0.857
N 0.791 2.349 -1.282 0.024
N -0.531 -1.656 -0.555 -0.077
N 0.363 -0.669 -0.098 -0.159
O -0.917 0.126 1.717 -0.064
S 1.535 1.177 1.200 0.803
H -1.355 -1.635 -0.007 0.003
H -0.979 -1.519 -1.610 0.117
```

As for the SMILES: N#CS/C([O-])=N/N. The calculation puts the orbital gap at 0.2736 Ha. As for the HOMO energy: -3.8352 eV. The net charge is -1.

---

DFT (ωB97M-V/def2-TZVPD) results for a cluster of 2 separate species, C2H2N3S2 in total in a non-equilibrium geometry.

```
9
Properties=species:S:1:pos:R:3:lowdin_charge:R:1
C -1.059 -0.406 0.292 -0.213
C -0.129 -1.506 0.284 -0.958
N -0.500 0.707 -0.238 0.037
N 0.748 0.261 -0.456 -0.174
N 1.031 -0.987 -0.177 -0.106
S 3.088 -1.965 -1.555 -0.211
S -0.628 -2.995 0.825 0.399
H -2.081 -0.467 0.454 0.054
H 1.624 0.794 -0.837 0.173
```

The calculation puts the orbital gap (spin up / spin down) at 0.2025 / 0.1596 Ha. As for the HOMO energy (spin up / spin down): -3.5871 / -3.1419 eV. The net charge is -1.

---

DFT (ωB97M-V/def2-TZVPD) results for the molecule C2H2N4O in a non-equilibrium geometry.

```
9
Properties=species:S:1:pos:R:3:lowdin_charge:R:1
C 0.852 -0.258 0.003 -0.473
C -1.115 0.826 0.010 -0.213
H 2.528 0.523 -0.029 0.049
H -1.697 1.724 0.081 0.130
N 2.114 -0.387 -0.040 0.170
N 0.150 0.926 0.001 0.133
N -1.093 -1.576 -0.008 0.123
N 0.105 -1.497 0.037 0.105
O -1.844 -0.280 -0.055 -0.023
```

As for the SMILES: [H]/N=c1\nconn1. The calculation puts the orbital gap at 0.3697 Ha. As for the HOMO energy: -10.4683 eV. The net charge is 0.

---

DFT (ωB97M-V/def2-TZVPD) results for the molecule C2H2N4O in a non-equilibrium geometry.

```
9
Properties=species:S:1:pos:R:3:lowdin_charge:R:1
C -1.681 -0.486 0.040 -0.140
C -0.180 -0.130 0.232 -0.310
H -2.060 -1.455 0.110 0.099
H 0.022 1.905 0.279 0.140
N 0.623 -1.173 -0.020 0.078
N 1.873 -0.554 -0.081 -0.054
N 1.835 0.706 -0.054 0.033
N 0.428 1.038 0.018 0.104
O -2.513 0.392 -0.133 0.049
```

As for the SMILES: O=Cc1nnn[nH]1. The calculation puts the orbital gap at 0.3820 Ha. As for the HOMO energy: -11.0598 eV. The net charge is 0.

---

DFT (ωB97M-V/def2-TZVPD) results for the molecule C2H2N4O in a non-equilibrium geometry.

```
9
Properties=species:S:1:pos:R:3:lowdin_charge:R:1
C 0.104 -0.205 1.584 -0.096
C -0.167 0.012 0.291 -0.389
H 1.924 0.314 1.219 0.229
H -0.857 -0.285 2.174 0.167
N -1.403 0.049 -0.272 0.055
N -1.192 -0.035 -1.547 -0.038
N 0.162 0.063 -1.872 -0.020
N 0.818 0.189 -0.769 0.042
O 1.327 -0.091 2.072 0.050
```

As for the SMILES: OC=C1N=NN=N1. The calculation puts the orbital gap at 0.3310 Ha. As for the HOMO energy: -10.7082 eV. The net charge is 0.

---

DFT (ωB97M-V/def2-TZVPD) results for the molecule C2H2N4O2 in a non-equilibrium geometry.

```
10
Properties=species:S:1:pos:R:3:lowdin_charge:R:1
C 0.350 -0.074 0.366 -0.315
C -0.405 0.045 -0.906 -0.259
H 1.219 -1.789 -0.346 0.030
H 1.929 -1.365 1.105 0.204
N 1.119 -1.175 0.336 0.144
N -0.023 0.656 1.462 0.146
N -1.489 1.873 -0.219 0.009
N -1.208 1.250 -1.247 0.124
O -1.137 1.588 1.117 -0.118
O -0.358 -1.010 -1.668 0.034
```

As for the SMILES: Nc1nonnc1=O. The calculation puts the orbital gap at 0.3239 Ha. As for the HOMO energy: -10.0479 eV. The net charge is 0.

---

DFT (ωB97M-V/def2-TZVPD) results for the molecule C2H2N4OS.

```
10
Properties=species:S:1:pos:R:3:lowdin_charge:R:1
C 0.338 -0.939 -0.002 -0.766
C -0.464 1.243 -0.202 -0.451
H 1.117 -3.051 0.235 -0.080
H -0.769 2.089 -1.854 0.072
N 0.350 -0.882 1.284 0.025
N -0.076 0.311 1.883 0.007
N -0.447 1.281 1.221 0.087
N -0.841 2.227 -0.857 0.196
O -0.045 0.065 -0.811 0.020
S 0.838 -2.345 -0.896 0.889
```

As for the SMILES: [H]/N=c1/nnnc(S)o1. The calculation puts the orbital gap at 0.3494 Ha. As for the HOMO energy: -10.1906 eV. The net charge is 0.

---

DFT (ωB97M-V/def2-TZVPD) results for the molecule C2H2N4OS in a non-equilibrium geometry.

```
10
Properties=species:S:1:pos:R:3:lowdin_charge:R:1
C 1.343 -0.309 -0.025 -0.906
C -1.434 -0.400 -0.133 -0.464
H -1.312 1.528 -0.019 0.146
H 1.106 1.678 0.213 0.175
N 0.651 -1.553 0.219 0.040
N -0.622 -1.653 0.052 0.143
N -0.722 0.766 0.246 0.087
N 0.614 0.796 -0.058 -0.005
O -2.604 -0.459 -0.322 0.125
S 2.980 -0.393 -0.174 0.657
```

As for the SMILES: O=c1nnc(=S)[nH][nH]1. The calculation puts the orbital gap at 0.2769 Ha. As for the HOMO energy: -9.3043 eV. The net charge is 0.

---

DFT (ωB97M-V/def2-TZVPD) results for the molecule C2H2N4OS in a non-equilibrium geometry.

```
10
Properties=species:S:1:pos:R:3:lowdin_charge:R:1
C 0.307 -0.864 -0.690 -0.411
C -0.224 1.260 0.835 -0.888
H 1.628 -2.153 -1.283 0.183
H -2.166 0.637 0.383 0.176
N 1.361 -0.073 -0.107 0.119
N 1.075 0.931 0.568 0.010
N -1.146 0.414 0.232 -0.004
N -0.940 -0.662 -0.449 0.135
O 0.606 -1.950 -1.419 0.056
S -0.502 2.460 1.930 0.623
```

As for the SMILES: Oc1nnc(=S)[nH]n1. The calculation puts the orbital gap at 0.2704 Ha. As for the HOMO energy: -8.7461 eV. The net charge is 0.

---

DFT (ωB97M-V/def2-TZVPD) results for the ion C2H2N5O3 with charge -1 in a non-equilibrium geometry.

```
12
Properties=species:S:1:pos:R:3:lowdin_charge:R:1
C 0.625 0.066 0.165 0.030
C -0.632 -0.234 -0.306 -0.566
N -2.755 -1.656 0.474 0.026
N -0.752 -1.566 -0.716 0.064
N 1.744 0.531 0.451 0.114
N -1.619 0.572 -0.168 0.035
N 2.797 1.174 -0.191 -0.463
O 3.320 0.653 -1.178 0.009
O 3.304 2.005 0.557 -0.016
O -1.837 -2.192 -0.193 -0.199
H -1.525 1.382 0.299 -0.024
H -2.670 -0.735 0.807 -0.010
```

The calculation puts the orbital gap (spin up / spin down) at 0.2475 / 0.2219 Ha. As for the HOMO energy (spin up / spin down): -3.3376 / -2.9999 eV. The net charge is -1.

---

DFT (ωB97M-V/def2-TZVPD) results for the molecule C2H2N6 in a non-equilibrium geometry.

```
10
Properties=species:S:1:pos:R:3:lowdin_charge:R:1
C 0.837 0.521 0.386 -0.377
C -1.585 -0.155 -0.009 -0.150
H 1.989 2.212 0.043 0.088
H -2.495 0.283 0.273 0.089
N 1.736 1.529 0.896 0.093
N 0.179 -0.613 1.300 0.106
N -0.979 -0.934 0.998 0.042
N -1.229 0.010 -1.309 0.075
N 0.022 -0.471 -1.509 -0.023
N 0.984 -0.191 -0.744 0.056
```

As for the SMILES: [H]/N=c1/nncnnn1. The calculation puts the orbital gap at 0.3130 Ha. As for the HOMO energy: -10.2200 eV. The net charge is 0.

---

DFT (ωB97M-V/def2-TZVPD) results for the molecule C2H2N6 in a non-equilibrium geometry.

```
10
Properties=species:S:1:pos:R:3:lowdin_charge:R:1
C 1.001 -0.386 -0.150 -0.537
C -1.093 -1.126 -0.295 -0.166
H 2.294 0.515 0.904 0.091
H -2.074 -1.683 -0.611 0.145
N 1.869 -0.502 0.861 0.150
N 0.077 -1.274 -0.537 0.153
N -1.629 -0.078 0.655 0.069
N -0.986 1.018 0.588 0.006
N -0.140 1.450 -0.507 0.043
N 0.857 0.847 -0.721 0.045
```

As for the SMILES: [H]/N=c1/ncnnnn1. The calculation puts the orbital gap at 0.3173 Ha. As for the HOMO energy: -9.7573 eV. The net charge is 0.

---

DFT (ωB97M-V/def2-TZVPD) results for the molecule C2H2N6 in a non-equilibrium geometry.

```
10
Properties=species:S:1:pos:R:3:lowdin_charge:R:1
C -0.663 0.068 -0.820 -0.516
C 0.400 -0.612 1.387 -0.197
H -2.286 -0.729 -1.285 0.083
H 0.248 -1.113 2.366 0.122
N -1.871 0.203 -1.081 0.187
N 0.099 -1.160 -0.791 0.099
N 0.577 -1.488 0.301 0.058
N 0.534 0.655 1.408 0.056
N 0.909 1.358 0.283 0.016
N 0.269 1.160 -0.760 0.093
```

As for the SMILES: [H]/N=c1\nncnnn1. The calculation puts the orbital gap at 0.3213 Ha. As for the HOMO energy: -9.9946 eV. The net charge is 0.

---

DFT (ωB97M-V/def2-TZVPD) results for the ion C2H2NO2S2 with charge +1 in a non-equilibrium geometry.

```
9
Properties=species:S:1:pos:R:3:lowdin_charge:R:1
C -0.497 0.653 0.037 -0.396
C -0.646 -0.726 0.030 -0.821
N 2.083 0.530 -0.067 -0.460
O 3.266 0.475 -0.050 0.137
O -1.832 -1.300 -0.001 0.060
S 0.929 1.591 0.045 1.205
S 0.666 -1.810 0.018 1.029
H -1.374 1.288 0.038 0.090
H -2.595 -0.700 -0.050 0.155
```

The calculation puts the orbital gap (spin up / spin down) at 0.2538 / 0.2383 Ha. As for the HOMO energy (spin up / spin down): -13.8970 / -13.9857 eV. The net charge is +1.

---

DFT (ωB97M-V/def2-TZVPD) results for the ion C2H2NO3 with charge -1 in a non-equilibrium geometry.

```
8
Properties=species:S:1:pos:R:3:lowdin_charge:R:1
O 1.805 0.275 1.092 0.004
C 1.143 -0.436 0.370 -0.423
N -0.214 -0.385 0.284 0.058
C -0.972 0.794 -0.438 -0.749
O -0.369 1.256 -1.394 -0.030
O -2.095 0.936 0.048 -0.061
H 1.572 -1.298 -0.200 0.108
H -0.870 -1.143 0.238 0.092
```

As for the SMILES: O=CNC(=O)[O-]. The calculation puts the orbital gap at 0.3199 Ha. As for the HOMO energy: -4.4262 eV. The net charge is -1.

---

DFT (ωB97M-V/def2-TZVPD) results for the ion C2H2NO3 with charge -1 in a non-equilibrium geometry.

```
8
Properties=species:S:1:pos:R:3:lowdin_charge:R:1
C 0.643 0.478 0.903 -0.052
C -0.660 -0.863 -0.734 -0.596
N 0.009 0.619 -0.170 -0.307
O 0.082 -1.843 -0.644 -0.032
O -0.079 1.637 -0.895 -0.131
O -1.837 -0.705 -1.173 -0.055
H 1.258 1.280 1.514 0.101
H 0.584 -0.602 1.200 0.071
```

As for the SMILES: C=[N+]([O-])C(=O)[O-]. The calculation puts the orbital gap at 0.3185 Ha. As for the HOMO energy: -4.3122 eV. The net charge is -1.

---

DFT (ωB97M-V/def2-TZVPD) results for a cluster of 2 separate species, C2H2NO3 in total in a non-equilibrium geometry.

```
8
Properties=species:S:1:pos:R:3:lowdin_charge:R:1
C -1.371 0.464 0.184 -0.751
C 0.127 -0.054 -0.121 -0.275
N 0.715 -1.253 0.273 0.049
O -1.839 -0.334 0.980 -0.004
O -1.757 1.430 -0.423 -0.016
O 0.414 -0.913 -1.108 -0.038
H 1.993 1.805 -0.219 -0.044
H 1.718 -1.146 0.433 0.077
```

The calculation puts the orbital gap (spin up / spin down) at 0.2329 / 0.3508 Ha. As for the HOMO energy (spin up / spin down): -3.2090 / -5.1574 eV. The net charge is -1.

---

Calculated relative energy (zero: lowest compared OMol25 entry of this formula, charge and spin) in order - 59.8, 49.8, 135.4, 37.3, 77.5, 25.0, 15.5, 41.5, 155.5, 29.6, 37.1, 31.9, 181.0, 94.8, 69.3, 43.0, 29.5, 27.7, 79.2, 183.7 kcal per mole
Calculated E in order - -585.00570, -1381.40414, -316.37427, -715.10429, -1037.96991, -371.58054, -371.59565, -371.55430, -446.72489, -769.77582, -769.76396, -769.77216, -576.56078, -405.70497, -405.74566, -405.78754, -1078.55659, -357.95506, -357.87290, -357.70632 hartree